Entry 1:
{
  "formula": "C26H33ClF4N2NbO9",
  "method": "ωB97M-V with the def2-TZVPD basis set",
  "symbols": ["C", "C", "C", "C", "Nb", "Cl", "C", "C", "F", "C", "C", "C", "N", "C", "C", "C", "C", "C", "N", "C", "C", "C", "F", "F", "F", "H", "H", "H", "H", "H", "H", "H", "H", "H", "H", "H", "H", "H", "H", "H", "H", "H", "H", "H", "H", "H", "C", "C", "O", "C", "O", "O", "H", "H", "H", "H", "C", "C", "O", "C", "O", "O", "H", "H", "H", "H", "C", "C", "O", "C", "O", "O", "H", "H", "H", "H"],
  "xyz": [[2.327963, -3.383588, 0.912664], [1.599472, -2.428444, -0.071291], [1.235035, -1.081248, 0.677932], [2.407865, -0.080942, 0.376319], [-0.825214, -0.364679, 0.241325], [-3.141623, 0.355137, -0.371391], [-1.383605, -0.063395, 2.415231], [-0.252316, 0.312675, 3.382591], [-0.490805, 1.559523, 4.011095], [-0.275148, 1.829950, 0.050538], [0.564998, 2.597832, 0.901919], [0.783393, 3.949081, 0.654426], [0.298192, 4.705287, -0.351154], [-0.512536, 3.952391, -1.122454], [-0.820791, 2.605911, -1.000416], [-1.713225, -2.445616, 0.432922], [-2.563262, -3.039682, -0.541163], [-3.002258, -4.343652, -0.317114], [-2.717276, -5.138539, 0.714594], [-1.936164, -4.589029, 1.654698], [-1.443523, -3.292735, 1.525327], [-0.434623, -0.612327, -2.054023], [0.637038, 0.146111, -2.457399], [-1.480529, -0.173727, -2.855107], [-0.240632, -1.899226, -2.496951], [2.347673, -4.408924, 0.514130], [1.741241, -3.442081, 1.844554], [3.326463, -3.014608, 1.187657], [2.218615, -2.229777, -0.956371], [0.716191, -2.980232, -0.417259], [1.307170, -1.350813, 1.746529], [3.284295, -0.646413, 0.014387], [2.185439, 0.674085, -0.383361], [2.735726, 0.384486, 1.319251], [-2.110309, 0.768304, 2.419740], [-1.934058, -0.917684, 2.837926], [-0.231051, -0.423250, 4.204427], [0.761687, 0.373108, 2.966512], [1.054936, 2.121859, 1.749782], [1.449813, 4.476920, 1.353663], [-0.973107, 4.488881, -1.971961], [-1.511232, 2.159808, -1.708981], [-2.848017, -2.484859, -1.434861], [-3.642996, -4.783878, -1.095794], [-1.659013, -5.195041, 2.520334], [-0.805680, -2.907585, 2.320897], [2.616115, 4.868700, -3.659185], [2.810625, 5.519527, -2.314365], [3.799550, 6.521238, -2.595171], [3.729694, 6.811304, -3.915385], [4.299066, 7.716570, -4.439198], [2.924435, 5.933653, -4.565821], [1.600262, 4.510525, -3.810552], [3.313389, 4.046140, -3.833815], [1.905002, 6.004127, -1.949554], [3.167638, 4.825621, -1.557345], [0.797680, -6.165460, 6.070180], [1.994164, -5.436200, 5.506687], [1.398792, -4.543610, 4.568034], [0.108944, -4.340929, 4.944713], [-0.608984, -3.526381, 4.468745], [-0.245105, -5.200693, 5.937190], [0.926924, -6.451009, 7.112165], [0.535176, -7.051161, 5.487409], [2.522767, -4.851950, 6.263392], [2.700963, -6.099329, 5.012251], [-3.054308, 1.809612, -4.656268], [-3.988364, 2.717570, -5.421545], [-4.258085, 3.756076, -4.478366], [-3.226283, 3.786409, -3.592167], [-3.060086, 4.632391, -2.774394], [-2.412608, 2.718337, -3.763854], [-2.324279, 1.315043, -5.292699], [-3.582053, 1.055272, -4.070120], [-3.515806, 3.157106, -6.303544], [-4.909436, 2.222130, -5.721736]],
  "atomic_forces_ev_per_a": [[-0.52, 0.20, -0.03], [-0.36, -0.46, 0.70], [0.67, -0.32, -1.23], [0.17, -0.35, 0.52], [-0.30, 0.23, 1.57], [0.68, -0.33, 0.04], [0.22, 0.22, 0.04], [-0.34, -0.38, 0.56], [0.07, -0.16, -0.22], [-0.15, 1.04, -0.01], [-0.57, -0.53, -0.69], [1.01, 0.77, 0.84], [-0.45, -2.24, 0.48], [-0.34, 1.21, -1.58], [0.35, -0.38, 0.85], [-0.87, -0.72, -0.50], [0.80, 0.12, 1.17], [-0.57, -0.10, -1.22], [0.21, 0.36, 0.36], [0.07, 0.39, -0.67], [0.54, 0.54, 0.32], [-0.77, -0.06, -0.25], [0.08, -0.53, -0.32], [0.42, 0.00, -0.07], [0.47, 0.39, -0.16], [0.39, 0.29, 0.03], [0.15, 0.01, -0.25], [-0.13, -0.23, -0.19], [-0.21, 0.06, 0.19], [0.15, 0.27, -0.01], [-0.38, 0.26, -0.20], [-0.25, 0.11, 0.11], [-0.03, -0.08, 0.28], [-0.18, 0.27, -0.43], [0.31, -0.14, -0.15], [0.15, 0.18, -0.24], [0.18, 0.17, -0.26], [-0.26, 0.12, -0.08], [-0.06, 0.34, -0.09], [-0.25, -0.12, -0.25], [0.30, -0.27, 0.60], [0.16, 0.20, 0.11], [-0.08, -0.27, 0.18], [0.17, 0.00, 0.38], [-0.21, 0.09, -0.22], [-0.20, -0.21, -0.11], [-0.16, -0.35, -0.02], [-0.23, -0.10, 0.35], [0.01, -0.03, -0.36], [0.05, 0.09, 0.02], [-0.02, -0.04, -0.01], [0.14, 0.14, 0.15], [0.00, 0.13, -0.11], [0.02, 0.04, 0.00], [0.03, -0.04, 0.02], [0.11, 0.14, 0.03], [-0.01, -0.29, 0.16], [0.33, -0.09, 0.04], [-0.17, -0.07, 0.13], [-0.11, 0.17, -0.12], [0.09, -0.05, 0.27], [0.17, 0.07, -0.12], [-0.15, 0.12, 0.02], [0.01, 0.04, -0.03], [-0.05, 0.00, 0.01], [-0.05, 0.11, -0.15], [0.00, -0.41, -0.10], [-0.11, -0.09, -0.25], [0.14, -0.05, 0.07], [0.03, 0.01, 0.23], [-0.24, 0.04, -0.28], [-0.16, 0.26, -0.17], [0.13, 0.09, 0.15], [0.02, 0.04, 0.03], [0.02, 0.01, 0.04], [-0.08, 0.13, 0.12]],
  "lumo_energy_ev": 1.122,
  "charge": -1,
  "total_energy_ha": -2713.8120
}

***

Entry 2:
{
  "formula": "C2H9N2OP3",
  "method": "ωB97M-V with the def2-TZVPD basis set",
  "symbols": ["C", "P", "C", "P", "N", "N", "P", "O", "H", "H", "H", "H", "H", "H", "H", "H", "H"],
  "xyz": [[-0.065168, 2.023639, 0.258438], [0.067957, 0.557833, -0.833080], [1.537146, -0.308178, -0.056086], [-1.203720, -0.788441, 0.352891], [-0.894868, -2.394738, 0.054702], [-2.741862, -0.785955, -0.446550], [-4.081648, 0.175032, -0.268484], [-3.927974, 1.037771, 0.890759], [-1.041494, 2.486979, 0.165021], [0.066381, 1.901957, 1.405297], [0.700539, 2.716753, 0.018230], [2.134031, -1.233434, -0.285136], [2.286964, 0.494945, -0.009061], [1.457140, -0.360022, 1.023280], [-0.678915, -2.724256, -0.984000], [-0.197550, -2.643936, 0.740638], [-2.805217, -1.365830, -1.300963]],
  "atomic_forces_ev_per_a": [[-0.11, -0.61, 2.69], [0.37, -1.33, -0.51], [1.90, 0.87, 1.03], [-1.40, 0.95, 1.21], [1.15, -1.15, -2.93], [-0.31, 0.06, -1.21], [-0.25, -0.89, -0.91], [0.22, 0.95, 1.08], [-0.14, 0.09, -0.35], [-0.24, -0.48, -1.77], [0.63, 0.82, -0.66], [-1.26, 0.81, -0.82], [0.25, -0.05, -0.68], [-0.88, -0.36, 0.61], [-0.28, 0.75, 3.04], [0.29, -0.80, -0.40], [0.05, 0.38, 0.60]],
  "relative_energy_kj_mol": 0.0,
  "lumo_energy_ev": 0.548,
  "charge": 0,
  "smiles": "CP(C)#P(N)NP=O",
  "total_energy_ha": -1290.4335
}

***

Entry 3:
{
  "formula": "C5H7NO",
  "method": "ωB97M-V with the def2-TZVPD basis set",
  "symbols": ["C", "C", "C", "C", "N", "C", "O", "H", "H", "H", "H", "H", "H", "H"],
  "xyz": [[-2.596443, -0.382529, -1.063324], [-1.432965, -0.080663, -1.149940], [-0.014168, 0.285234, -1.218533], [0.447552, 1.076614, 0.013786], [0.230494, 0.363546, 1.253499], [1.242062, -0.269902, 1.904570], [2.409061, -0.248202, 1.565519], [-3.627249, -0.657728, -1.013975], [0.166678, 0.885635, -2.118346], [0.591974, -0.623538, -1.308593], [1.522020, 1.260572, -0.055038], [-0.070485, 2.040723, 0.054790], [-0.719372, 0.194150, 1.550072], [0.891479, -0.804899, 2.806990]],
  "atomic_forces_ev_per_a": [[0.48, 0.13, -0.04], [-0.50, -0.14, 0.04], [0.05, -0.04, -0.04], [0.06, 0.15, -0.05], [0.04, -0.11, 0.04], [0.08, 0.03, -0.04], [-0.35, -0.01, 0.10], [0.19, 0.06, 0.00], [-0.04, -0.09, 0.13], [-0.10, 0.10, 0.02], [-0.16, 0.01, -0.03], [0.05, -0.14, -0.01], [0.15, 0.00, 0.01], [0.06, 0.04, -0.12]],
  "relative_energy_kj_mol": 162.7,
  "lumo_energy_ev": 0.882,
  "charge": 0,
  "smiles": "C#CCCNC=O",
  "total_energy_ha": -324.6625
}

***

Entry 4:
{
  "formula": "C28H70BrNO13S",
  "method": "ωB97M-V with the def2-TZVPD basis set",
  "symbols": ["C", "C", "Br", "C", "O", "S", "O", "O", "C", "C", "C", "N", "C", "C", "H", "H", "H", "H", "H", "H", "H", "H", "H", "H", "C", "C", "O", "H", "H", "H", "H", "H", "H", "C", "C", "O", "H", "H", "H", "H", "H", "H", "C", "C", "O", "H", "H", "H", "H", "H", "H", "C", "C", "O", "H", "H", "H", "H", "H", "H", "C", "C", "O", "H", "H", "H", "H", "H", "H", "C", "C", "O", "H", "H", "H", "H", "H", "H", "C", "C", "O", "H", "H", "H", "H", "H", "H", "C", "C", "O", "H", "H", "H", "H", "H", "H", "C", "C", "O", "H", "H", "H", "H", "H", "H", "C", "C", "O", "H", "H", "H", "H", "H", "H"],
  "xyz": [[1.026687, 1.774313, -1.200580], [-0.332895, 2.107488, -0.610159], [-0.155872, 3.117707, 1.024555], [-1.162236, 2.883619, -1.596443], [-2.309010, 3.435535, -0.910065], [-3.347033, 4.255210, -1.815260], [-4.111546, 5.005762, -0.846550], [-4.268015, 2.937114, -2.248616], [-4.307089, 1.817111, -1.440877], [-4.818220, 1.866178, -0.150871], [-4.752872, 0.686240, 0.583842], [-4.254073, -0.467584, 0.131466], [-3.797003, -0.484528, -1.122788], [-3.809465, 0.630718, -1.957209], [1.667535, 1.323748, -0.450776], [1.515174, 2.669065, -1.580132], [0.905526, 1.060109, -2.014222], [-0.842750, 1.186910, -0.339463], [-0.579458, 3.692931, -2.036493], [-1.488164, 2.195322, -2.378212], [-5.215669, 2.771859, 0.277622], [-5.117303, 0.691131, 1.602183], [-3.427113, -1.427773, -1.495615], [-3.438872, 0.569973, -2.970138], [3.019468, -1.823221, -3.522059], [3.904520, -1.356331, -2.384006], [3.165689, -0.647536, -1.387640], [2.522015, -0.969021, -3.984154], [3.601691, -2.342316, -4.285035], [2.244730, -2.501223, -3.161679], [4.659265, -0.657204, -2.746034], [4.420603, -2.207167, -1.926239], [2.497157, -1.248585, -1.043137], [6.176130, 1.562630, 0.526335], [7.045461, 0.940307, -0.550091], [6.702774, -0.420238, -0.800360], [6.258715, 0.993484, 1.452508], [6.471780, 2.594235, 0.722192], [5.126790, 1.557394, 0.222170], [8.090959, 0.928618, -0.244232], [6.976136, 1.518819, -1.478349], [5.784957, -0.437239, -1.087456], [-4.186434, -0.650779, 3.407808], [-4.797001, -2.036127, 3.307626], [-5.637018, -2.159060, 2.163328], [-4.972196, 0.106326, 3.459876], [-3.559037, -0.557636, 4.295462], [-3.573157, -0.444242, 2.529885], [-5.413396, -2.244475, 4.181490], [-4.003183, -2.789354, 3.273582], [-5.097213, -1.966038, 1.382769], [-3.268248, 6.068052, 2.871942], [-3.634030, 4.608799, 2.672736], [-4.445653, 4.398676, 1.522653], [-4.169229, 6.678267, 2.939113], [-2.682305, 6.206590, 3.781819], [-2.677815, 6.432118, 2.028008], [-4.230458, 4.245206, 3.509500], [-2.724646, 4.000592, 2.613251], [-3.974817, 4.690121, 0.730746], [-8.128835, 2.026667, 2.398321], [-8.693304, 0.854447, 3.180358], [-8.412120, -0.396734, 2.565439], [-8.522610, 2.028167, 1.381617], [-8.381858, 2.975312, 2.873568], [-7.039443, 1.960141, 2.336650], [-9.779700, 0.916522, 3.233000], [-8.309735, 0.869001, 4.207419], [-7.454475, -0.509796, 2.513284], [-3.145173, -5.579314, 0.665581], [-2.598812, -4.172049, 0.803384], [-2.522763, -3.490134, -0.445794], [-2.508984, -6.168447, 0.004218], [-3.197452, -6.076419, 1.634519], [-4.151382, -5.562179, 0.240868], [-1.592592, -4.190647, 1.219472], [-3.220735, -3.569691, 1.471607], [-3.413970, -3.476169, -0.809467], [10.846179, -0.201778, -1.541373], [11.739087, 0.229681, -0.397967], [11.034578, 0.960810, 0.606124], [10.380219, 0.669180, -2.002598], [11.417850, -0.730815, -2.303201], [10.046343, -0.857538, -1.185653], [12.516568, 0.900739, -0.759223], [12.226566, -0.640968, 0.055125], [10.349269, 0.385342, 0.959980], [-0.320169, -5.487353, -5.441178], [0.906522, -4.958264, -4.723830], [0.585671, -3.972160, -3.744392], [-0.861544, -4.670904, -5.919125], [-0.042159, -6.215709, -6.203512], [-0.998355, -5.976314, -4.738182], [1.575778, -4.459885, -5.423856], [1.458417, -5.782450, -4.259978], [0.001133, -4.377135, -3.095067], [-10.230991, -2.630051, 4.707543], [-9.054235, -2.202983, 5.560904], [-9.427869, -1.333193, 6.628511], [-10.727526, -1.752885, 4.293624], [-9.897605, -3.259812, 3.882776], [-10.959051, -3.189890, 5.300851], [-8.345678, -1.637659, 4.957882], [-8.534849, -3.081866, 5.960459], [-10.052389, -1.802430, 7.189769], [14.182442, 3.446746, -2.971695], [14.286853, 1.962707, -3.267333], [13.020881, 1.367769, -3.537311], [13.516038, 3.618281, -2.126133], [15.160355, 3.868776, -2.737338], [13.779782, 3.984779, -3.833090], [14.677120, 1.427232, -2.402637], [14.971993, 1.788705, -4.104028], [12.643480, 1.801986, -4.308449]],
  "atomic_forces_ev_per_a": [[-0.21, 0.04, 0.12], [0.18, -0.28, -0.18], [0.25, 0.16, 0.34], [-0.18, 0.12, 0.04], [0.41, 0.17, -0.16], [-0.58, -0.74, 0.03], [0.28, 0.31, -1.08], [0.12, 0.45, -0.47], [-0.06, -0.06, 0.34], [0.17, -0.58, -0.37], [-0.11, 0.32, -0.26], [-0.02, 0.09, -0.23], [-0.35, 0.39, -0.12], [0.01, -0.22, 0.39], [0.07, -0.07, 0.00], [0.07, 0.07, -0.01], [0.05, -0.03, -0.09], [-0.16, 0.03, 0.15], [0.01, 0.08, 0.00], [-0.06, 0.04, -0.11], [0.01, 0.04, 0.06], [-0.04, -0.03, -0.19], [0.16, -0.04, 0.03], [0.02, 0.05, -0.04], [-0.05, 0.13, 0.09], [-0.12, -0.12, -0.07], [0.09, 0.01, -0.03], [0.04, 0.01, -0.04], [0.02, -0.01, 0.02], [0.07, -0.03, -0.06], [0.00, 0.01, -0.03], [0.07, 0.02, -0.04], [0.00, 0.01, 0.04], [-0.02, -0.08, 0.00], [-0.06, -0.06, -0.01], [0.07, 0.09, 0.01], [0.01, 0.01, 0.02], [0.01, 0.01, -0.02], [0.00, 0.02, -0.01], [0.03, 0.05, -0.03], [0.05, 0.04, 0.02], [-0.06, -0.05, 0.11], [0.10, -0.06, 0.15], [0.05, 0.12, -0.15], [-0.07, -0.09, 0.25], [0.04, -0.03, 0.17], [-0.03, -0.02, 0.04], [0.05, -0.05, 0.16], [-0.08, -0.06, -0.04], [0.00, -0.04, 0.09], [0.02, 0.28, -0.07], [-0.08, 0.02, -0.09], [-0.22, -0.11, -0.15], [0.15, -0.04, 1.05], [0.00, 0.01, 0.02], [0.01, -0.02, 0.01], [0.02, 0.00, 0.01], [0.08, 0.00, 0.13], [0.00, -0.04, 0.03], [-0.18, 0.05, 0.29], [-0.02, -0.09, -0.06], [0.12, -0.02, -0.01], [0.04, 0.08, 0.03], [0.00, 0.01, -0.01], [0.02, 0.00, 0.01], [0.00, 0.05, 0.03], [-0.02, 0.02, 0.03], [-0.06, 0.00, 0.03], [-0.01, -0.21, -0.09], [0.01, 0.05, -0.09], [-0.23, 0.16, 0.12], [0.18, -0.16, -0.19], [0.01, -0.02, 0.01], [0.00, 0.01, 0.02], [-0.02, 0.00, 0.04], [0.07, 0.06, -0.10], [0.01, -0.17, 0.15], [-0.01, -0.03, 0.00], [-0.17, 0.04, 0.05], [-0.01, -0.04, 0.07], [-0.02, -0.02, -0.08], [0.04, 0.01, -0.04], [0.02, 0.01, 0.00], [0.03, -0.04, 0.00], [0.01, 0.01, -0.01], [0.05, 0.01, -0.03], [0.00, 0.01, 0.02], [-0.04, 0.10, 0.04], [-0.02, 0.00, 0.06], [-0.11, -0.16, -0.02], [0.00, 0.00, -0.02], [0.02, -0.01, 0.00], [0.01, -0.03, 0.00], [0.03, -0.01, -0.02], [0.04, 0.01, -0.02], [-0.05, 0.05, 0.03], [-0.04, 0.11, 0.08], [0.04, -0.02, 0.04], [-0.02, -0.03, -0.05], [0.00, -0.01, -0.04], [0.00, 0.00, -0.01], [0.01, -0.03, -0.02], [0.01, -0.01, -0.03], [0.03, 0.01, -0.02], [-0.02, 0.02, 0.01], [-0.11, -0.03, 0.02], [-0.02, 0.02, -0.05], [0.04, 0.04, 0.02], [0.01, 0.01, 0.01], [0.02, -0.01, -0.01], [0.03, 0.01, -0.01], [0.03, -0.01, 0.01], [0.03, -0.02, 0.02], [-0.02, 0.00, 0.00]],
  "lumo_energy_ev": 0.211,
  "charge": 0,
  "total_energy_ha": -5113.7909
}